DFT (ωB97M-V with the def2-TZVPD basis set) results for C18H25FeN2O10S2Si as an isolated structure.

Properties
Total charge = -2
Energy above the lowest of the compared OMol25 structures with the same formula, charge and spin = 0.604 eV
2S+1 = 6
Frontier orbital gap (spin up / spin down) = 7.363 / 6.444 eV
Max |F| = 0.7 eV/Å
HOMO (spin up / spin down) = -2.71 / -2.59 eV
Expectation value of S² = 8.80

Geometry as XYZ:
```
59
C18H25FeN2O10S2Si | the Open Molecules 2025 dataset | ωB97M-V with the def2-TZVPD basis set
Fe 0.90 -0.60 1.06
C -3.42 1.83 1.37
Si -2.34 0.34 2.14
C -1.72 1.42 3.57
C -3.78 -0.80 2.63
N -1.48 0.12 0.57
C -1.94 -0.38 -0.57
C -3.30 -0.65 -0.85
C -3.73 -1.13 -2.06
C -2.80 -1.41 -3.06
C -1.44 -1.21 -2.83
C -1.02 -0.71 -1.62
O 0.31 -0.56 -1.32
C 1.21 -0.76 -2.36
C 1.44 0.28 -3.25
C 2.35 0.09 -4.27
C 3.01 -1.13 -4.40
C 2.77 -2.15 -3.50
C 1.85 -1.97 -2.47
H -4.24 2.04 2.06
H -3.85 1.66 0.38
H -2.81 2.73 1.31
H -2.44 2.21 3.81
H -0.78 1.90 3.29
H -1.51 0.83 4.46
H -4.21 -0.39 3.55
H -3.46 -1.82 2.83
H -4.59 -0.82 1.90
H -4.02 -0.44 -0.07
H -4.78 -1.30 -2.24
H -3.12 -1.80 -4.02
H -0.72 -1.47 -3.60
H 0.94 1.23 -3.10
H 2.56 0.90 -4.96
H 3.74 -1.27 -5.19
H 3.31 -3.08 -3.57
H 1.67 -2.73 -1.72
O -1.28 -3.30 3.08
S -0.50 -2.30 2.40
O 0.93 -2.24 2.74
O -0.57 -2.38 0.91
O -1.00 -0.88 2.76
N 0.69 2.42 -0.43
C 1.12 3.11 0.77
C 1.68 2.28 1.93
O 2.43 2.83 2.73
O 1.34 1.04 2.00
H 1.44 1.79 -0.71
H -0.09 1.81 -0.19
H 0.28 3.68 1.18
H 1.90 3.84 0.52
C 4.54 0.21 1.56
S 3.76 -0.35 0.06
O 2.83 -1.44 0.51
O 4.82 -0.84 -0.80
O 3.01 0.78 -0.46
H 5.14 -0.61 1.95
H 3.77 0.51 2.26
H 5.16 1.06 1.30
```